{"formula": "C6H8N6O2", "method": "ωB97M-V/def2-TZVPD", "orbital_gap_ev": [6.4, 7.9], "charge": 2, "de_lowest_kj_mol": 165.24, "elements": ["C", "C", "C", "C", "C", "C", "N", "N", "N", "N", "N", "N", "O", "O", "H", "H", "H", "H", "H", "H", "H", "H"], "xyz": [[-2.07, 0.76, 0.78], [-0.69, 0.95, 0.63], [-1.92, -1.13, -0.74], [-2.68, -0.37, 0.13], [0.05, 0.12, -0.17], [2.38, -0.09, 0.27], [-0.57, -0.89, -0.81], [3.44, -0.38, 0.75], [1.35, 0.36, -0.26], [-4.10, -0.55, 0.24], [4.48, -1.11, 0.91], [1.32, 2.17, -1.29], [-4.74, 0.28, -0.36], [-4.52, -1.53, 0.77], [-2.75, 1.27, 1.49], [-0.09, 1.63, 1.09], [-2.39, -2.02, -1.35], [-0.07, -1.61, -1.40], [4.89, -1.12, 1.79], [4.98, -1.50, 0.16], [2.05, 1.95, -1.93], [1.65, 2.81, -0.70]], "mulliken_charge": [-0.555, -0.152, -0.304, 0.295, 0.336, 0.579, 0.020, 0.322, -0.456, 0.788, -0.474, -0.316, -0.431, -0.447, 0.439, 0.571, 0.356, 0.337, 0.268, 0.263, 0.291, 0.270]}

=====

{"formula": "C16H25ClN2", "method": "ωB97M-V/def2-TZVPD", "orbital_gap_ev": 8.3, "charge": 0, "smiles": "CCCCCCN1CCN(c2ccc(Cl)cc2)CC1", "elements": ["C", "C", "C", "C", "C", "C", "N", "C", "C", "N", "C", "C", "C", "C", "Cl", "C", "C", "C", "C", "H", "H", "H", "H", "H", "H", "H", "H", "H", "H", "H", "H", "H", "H", "H", "H", "H", "H", "H", "H", "H", "H", "H", "H", "H"], "xyz": [[-0.32, -2.84, -3.46], [0.14, -1.91, -4.57], [-0.77, -0.69, -4.76], [-0.92, 0.19, -3.52], [0.38, 0.85, -3.07], [0.17, 1.65, -1.78], [-0.29, 0.80, -0.70], [0.74, -0.04, -0.10], [1.22, 0.46, 1.26], [0.10, 0.49, 2.18], [0.26, 0.32, 3.53], [1.51, 0.47, 4.14], [1.67, 0.29, 5.50], [0.58, -0.03, 6.28], [0.78, -0.25, 7.99], [-0.67, -0.18, 5.71], [-0.83, -0.02, 4.35], [-1.20, 0.70, 1.57], [-1.04, 1.53, 0.31], [0.29, -3.74, -3.43], [-1.36, -3.14, -3.61], [-0.25, -2.36, -2.49], [1.16, -1.58, -4.37], [0.16, -2.46, -5.51], [-1.76, -1.04, -5.05], [-0.38, -0.09, -5.58], [-1.65, 0.98, -3.75], [-1.33, -0.38, -2.69], [0.76, 1.51, -3.84], [1.13, 0.08, -2.90], [1.10, 2.18, -1.52], [-0.60, 2.40, -1.96], [0.33, -1.05, 0.03], [1.60, -0.11, -0.78], [1.67, 1.46, 1.15], [1.98, -0.22, 1.64], [2.37, 0.74, 3.55], [2.65, 0.41, 5.95], [-1.52, -0.44, 6.32], [-1.81, -0.17, 3.92], [-1.83, 1.24, 2.27], [-1.68, -0.25, 1.32], [-2.02, 1.76, -0.11], [-0.55, 2.48, 0.57]], "mulliken_charge": [-0.907, -0.371, -0.849, -0.461, -0.331, -1.166, 0.506, -1.079, -1.044, 0.368, 0.771, -0.369, -0.834, 0.354, -0.235, -0.836, -0.392, -1.007, -1.141, 0.380, 0.291, 0.058, 0.280, 0.345, 0.366, 0.320, 0.257, 0.283, 0.383, 0.165, 0.322, 0.575, 0.196, 0.498, 0.248, 0.715, 0.358, 0.388, 0.390, 0.361, 0.686, 0.273, 0.499, 0.387]}

=====

{"formula": "C38H90N10O14", "method": "ωB97M-V/def2-TZVPD", "orbital_gap_ev": 8.0, "charge": 0, "smiles": "CNC(C)=O.CNC(C)=O.CNC(C)=O.CNC(C)=O.CNC(C)=O.CNC(C)=O.CNC(C)=O.CNC(C)=O.CNC(C)=O.CNC(C)=O.COCCOC.COCCOC", "elements": ["C", "N", "C", "C", "O", "H", "H", "H", "H", "H", "H", "H", "C", "N", "C", "C", "O", "H", "H", "H", "H", "H", "H", "H", "C", "N", "C", "C", "O", "H", "H", "H", "H", "H", "H", "H", "C", "N", "C", "C", "O", "H", "H", "H", "H", "H", "H", "H", "C", "N", "C", "C", "O", "H", "H", "H", "H", "H", "H", "H", "C", "N", "C", "C", "O", "H", "H", "H", "H", "H", "H", "H", "C", "N", "C", "C", "O", "H", "H", "H", "H", "H", "H", "H", "C", "N", "C", "C", "O", "H", "H", "H", "H", "H", "H", "H", "C", "N", "C", "C", "O", "H", "H", "H", "H", "H", "H", "H", "C", "N", "C", "C", "O", "H", "H", "H", "H", "H", "H", "H", "C", "O", "C", "C", "O", "C", "H", "H", "H", "H", "H", "H", "H", "H", "H", "H", "C", "O", "C", "C", "O", "C", "H", "H", "H", "H", "H", "H", "H", "H", "H", "H"], "xyz": [[-0.24, -2.91, -10.63], [-1.36, -2.98, -11.55], [-1.27, -3.08, -12.88], [-2.57, -3.29, -13.60], [-0.19, -3.03, -13.46], [0.73, -2.90, -11.12], [-0.24, -3.83, -10.05], [-0.32, -2.01, -10.04], [-2.29, -3.14, -11.18], [-3.43, -3.41, -12.94], [-2.43, -4.20, -14.17], [-2.72, -2.38, -14.19], [-3.82, -1.24, -20.74], [-4.46, -2.41, -20.23], [-5.14, -3.31, -21.02], [-5.80, -4.48, -20.24], [-5.23, -3.28, -22.25], [-3.08, -1.47, -21.50], [-3.33, -0.64, -19.97], [-4.45, -0.51, -21.25], [-4.36, -2.62, -19.24], [-5.09, -4.85, -19.50], [-6.01, -5.31, -20.92], [-6.73, -4.12, -19.80], [-11.57, -5.65, -17.38], [-11.51, -4.22, -17.60], [-10.69, -3.48, -18.33], [-10.96, -1.94, -18.40], [-9.67, -3.95, -18.91], [-12.46, -6.01, -17.89], [-11.73, -5.93, -16.34], [-10.66, -6.12, -17.77], [-12.24, -3.69, -17.15], [-10.28, -1.43, -17.71], [-11.97, -1.62, -18.12], [-10.79, -1.69, -19.45], [-0.23, -4.95, -16.20], [-1.56, -5.43, -16.64], [-2.17, -6.56, -16.27], [-1.57, -7.46, -15.19], [-3.15, -6.93, -16.89], [-0.14, -5.06, -15.12], [0.02, -3.90, -16.40], [0.56, -5.57, -16.62], [-2.08, -4.91, -17.33], [-2.22, -8.30, -14.96], [-1.52, -6.88, -14.27], [-0.59, -7.81, -15.51], [-4.97, 0.01, -12.52], [-5.88, -1.08, -12.18], [-7.17, -1.15, -12.41], [-7.90, -2.43, -11.97], [-7.82, -0.19, -12.89], [-3.92, -0.25, -12.58], [-5.11, 0.86, -11.86], [-5.25, 0.33, -13.53], [-5.47, -1.84, -11.65], [-7.32, -3.07, -11.30], [-8.05, -3.13, -12.80], [-8.86, -2.14, -11.56], [-10.71, 1.70, -14.41], [-11.54, 1.53, -15.61], [-11.04, 1.47, -16.90], [-9.57, 1.67, -17.21], [-11.85, 1.28, -17.79], [-10.85, 0.88, -13.71], [-10.92, 2.65, -13.90], [-9.64, 1.75, -14.61], [-12.54, 1.48, -15.51], [-9.38, 1.67, -18.28], [-9.01, 0.85, -16.77], [-9.11, 2.55, -16.75], [-11.27, -2.21, -14.09], [-12.73, -2.37, -13.74], [-13.59, -3.14, -14.40], [-14.99, -3.20, -13.88], [-13.31, -3.73, -15.40], [-10.95, -3.07, -14.68], [-10.72, -2.13, -13.16], [-11.14, -1.32, -14.71], [-13.13, -1.77, -13.04], [-15.25, -4.16, -13.45], [-15.64, -3.02, -14.73], [-15.17, -2.44, -13.12], [-7.22, -1.14, -19.06], [-8.00, -1.87, -20.05], [-8.12, -1.48, -21.36], [-8.96, -2.40, -22.29], [-7.61, -0.40, -21.83], [-6.41, -0.54, -19.48], [-6.59, -1.71, -18.38], [-7.87, -0.43, -18.53], [-8.53, -2.67, -19.74], [-8.32, -2.75, -23.10], [-9.80, -1.91, -22.79], [-9.28, -3.26, -21.71], [-7.25, 3.32, -13.52], [-6.72, 2.23, -14.29], [-6.02, 2.41, -15.38], [-5.58, 1.09, -16.10], [-5.68, 3.51, -15.80], [-8.25, 3.08, -13.15], [-7.28, 4.24, -14.11], [-6.74, 3.38, -12.56], [-6.93, 1.30, -13.97], [-6.12, 0.21, -15.77], [-4.50, 0.95, -16.06], [-5.77, 1.16, -17.18], [0.23, -0.82, -16.42], [-0.50, 0.40, -16.67], [-0.77, 0.85, -17.91], [-1.57, 2.06, -17.95], [-0.36, 0.22, -18.87], [0.98, -0.63, -15.65], [0.68, -1.23, -17.32], [-0.44, -1.55, -15.96], [-1.05, 0.68, -15.87], [-1.09, 2.85, -18.53], [-1.72, 2.53, -16.98], [-2.47, 1.81, -18.51], [-3.24, -2.29, -16.93], [-4.33, -2.91, -17.61], [-5.07, -3.86, -16.80], [-5.71, -3.27, -15.48], [-6.58, -2.10, -15.60], [-7.92, -2.37, -15.98], [-2.62, -3.11, -16.58], [-3.60, -1.70, -16.09], [-2.60, -1.65, -17.54], [-4.33, -4.64, -16.60], [-5.88, -4.39, -17.30], [-4.93, -2.96, -14.78], [-6.21, -4.08, -14.95], [-8.56, -1.48, -16.00], [-8.31, -3.04, -15.22], [-8.12, -2.94, -16.89], [-5.89, -5.50, -12.38], [-4.93, -6.17, -13.18], [-5.32, -7.42, -13.76], [-6.29, -7.22, -14.93], [-7.59, -6.82, -14.45], [-8.52, -6.76, -15.52], [-5.38, -4.69, -11.84], [-6.25, -6.11, -11.55], [-6.69, -5.00, -12.93], [-5.73, -8.01, -12.94], [-4.39, -7.82, -14.14], [-6.42, -8.20, -15.40], [-5.97, -6.49, -15.67], [-8.18, -6.17, -16.37], [-9.45, -6.29, -15.18], [-8.92, -7.70, -15.90]], "mulliken_charge": [-1.051, -0.168, 0.267, 1.573, -0.676, 0.356, 0.354, 0.321, 0.181, -0.243, -0.594, -0.356, -1.045, 0.615, 0.505, -0.248, -0.718, 0.358, 0.249, 0.322, 0.513, 0.044, 0.462, -0.199, -1.010, 0.016, 0.779, -0.696, -0.833, 0.363, 0.241, 0.347, 0.118, -0.193, 0.548, 0.371, -1.009, 0.014, 0.859, -1.355, -0.680, 0.336, 0.139, 0.468, 0.162, 0.401, 0.284, 0.386, -0.621, -0.015, 0.780, -1.179, -0.607, 0.258, 0.336, -0.010, 0.180, 0.513, 0.026, 0.351, -0.407, -0.071, 0.487, -0.473, -0.672, 0.215, 0.399, -0.210, 0.245, 0.398, -0.369, 0.508, 0.062, -0.151, 0.581, -1.120, -0.668, 0.063, 0.096, -0.146, 0.254, 0.264, 0.297, 0.346, -0.837, 0.935, 0.887, -1.230, -0.715, 0.371, 0.019, 0.153, -0.299, 0.335, 0.346, 0.194, -1.142, 0.353, 0.498, -0.101, -0.732, 0.318, 0.390, 0.345, -0.156, -0.481, 0.196, 0.607, -0.698, -0.203, 0.848, -1.050, -0.662, 0.370, 0.353, -0.062, 0.243, 0.334, 0.328, 0.221, 0.331, -0.567, -0.535, 0.955, 0.905, -0.398, -0.692, -0.204, 0.294, -0.309, 0.271, -0.797, 0.047, -0.331, -0.227, 0.205, -0.696, -0.236, -0.554, 0.364, -0.379, -0.757, 0.059, 0.505, 0.196, 0.398, -0.018, 0.530, -0.321, 0.294, 0.184, 0.386]}

=====

{"formula": "C7H13N", "method": "ωB97M-V/def2-TZVPD", "orbital_gap_ev": 5.0, "charge": 0, "de_lowest_kj_mol": 831.87, "elements": ["C", "C", "C", "C", "N", "C", "C", "C", "H", "H", "H", "H", "H", "H", "H", "H", "H", "H", "H", "H", "H"], "xyz": [[-1.36, 0.68, 0.95], [-0.79, -0.68, 0.45], [0.37, -0.72, -0.55], [0.21, -1.61, -1.55], [-1.00, -1.50, -2.35], [1.57, 0.04, -0.26], [2.02, 0.80, 0.79], [1.60, 0.88, 2.17], [-2.39, 0.86, 0.64], [-1.29, 0.61, 2.02], [-0.63, 1.44, 0.65], [-0.38, -1.22, 1.32], [-1.59, -1.32, 0.07], [-1.27, 1.30, -1.56], [-1.49, -2.39, -2.43], [-0.85, -1.12, -3.29], [-1.32, 0.84, -2.13], [2.37, -0.24, -0.96], [3.06, 1.15, 0.65], [0.90, 1.67, 2.40], [2.27, 0.54, 2.96]], "mulliken_charge": [-1.313, -0.396, 0.911, -0.474, -0.352, -0.599, -0.221, -0.933, 0.329, 0.383, 0.384, 0.356, 0.303, 0.079, 0.235, 0.268, -0.098, 0.258, 0.301, 0.280, 0.301]}

=====

We obtain DFT total energy values of -711.48787 -1194.36511 -3102.83990 -328.95462 a.u. for the records listed above, in that order.